Record 1
{
  "formula": "C4H13N2",
  "method": "ωB97M-V/def2-TZVPD",
  "e_above_lowest_ev": 1.581,
  "molar_mass_g_mol": 89.162,
  "gap_ev": 10.99,
  "energy_ha": -269.4426,
  "total_charge": 1,
  "smiles": "C[C@H](N)CC[NH3+]",
  "homo_energy_ha": -0.5190,
  "symbols": ["N", "N", "C", "C", "C", "C", "H", "H", "H", "H", "H", "H", "H", "H", "H", "H", "H", "H", "H"],
  "positions_angstrom": [[0.4003, -1.0825, -1.1773], [-1.7819, -0.0269, -0.2667], [0.1277, -0.2329, 1.1583], [-1.2726, 0.4813, 1.0073], [1.1372, -0.3984, -0.0832], [1.6396, 1.0140, -0.4632], [-1.9750, 0.2025, 1.7895], [-0.9787, -0.6000, -0.7363], [0.9440, 1.8476, -0.2515], [1.8123, 1.0601, -1.5307], [2.4807, 1.2620, 0.1479], [0.4785, -2.1646, -1.0655], [-2.5878, -0.6684, -0.1604], [0.6493, 0.2846, 1.9274], [0.5957, -0.7812, -2.1293], [-0.1879, -1.1671, 1.5029], [-2.2280, 0.5785, -0.9402], [-1.1367, 1.4404, 0.8354], [1.8833, -1.0491, 0.4356]]
}

---

Record 2
{
  "formula": "C5H10",
  "method": "ωB97M-V/def2-TZVPD",
  "e_above_lowest_ev": 2.199,
  "molar_mass_g_mol": 70.135,
  "gap_ev": 9.70,
  "energy_ha": -196.4276,
  "total_charge": 0,
  "smiles": "CC=C(C)C",
  "homo_energy_ha": -0.3176,
  "symbols": ["C", "C", "C", "C", "C", "H", "H", "H", "H", "H", "H", "H", "H", "H", "H"],
  "positions_angstrom": [[0.2097, 0.1270, -0.3944], [1.4761, 0.3059, 0.4221], [-0.8937, -0.3932, 0.1356], [-1.0967, -0.6776, 1.5248], [0.1578, 0.5843, -1.8209], [-1.5948, 0.1440, 2.1622], [1.1625, 1.1962, -2.0331], [-0.7655, 1.2013, -1.8960], [-1.6967, -0.4351, -0.5699], [-0.0391, -0.8583, 2.0170], [2.4294, 0.3143, -0.2948], [0.1961, -0.3038, -2.5376], [1.5541, -0.5967, 1.2716], [1.4405, 1.3282, 1.0863], [-1.8055, -1.6685, 1.5908]]
}

---

Record 3
{
  "formula": "C2HBrO3",
  "method": "ωB97M-V/def2-TZVPD",
  "e_above_lowest_ev": 0.132,
  "molar_mass_g_mol": 152.931,
  "gap_ev": 10.90,
  "energy_ha": -2876.5651,
  "total_charge": 0,
  "smiles": "O=C=O.O=CBr",
  "homo_energy_ha": -0.3936,
  "symbols": ["Br", "O", "O", "O", "C", "C", "H"],
  "positions_angstrom": [[-1.1543, -1.9279, -1.0414], [-2.4991, 0.2597, 0.0831], [2.3316, 1.5963, -1.1992], [2.0526, 0.3236, 0.7097], [-1.7788, -0.5670, 0.3966], [2.1960, 0.9628, -0.2440], [-1.1479, -0.6475, 1.2952]]
}

---

Record 4
{
  "formula": "C10H19AgCl8NiO4",
  "method": "ωB97M-V/def2-TZVPD",
  "e_above_lowest_ev": 15.488,
  "molar_mass_g_mol": 653.443,
  "s2": 3.76,
  "gap_ev": [8.01, 6.93],
  "spin_multiplicity": 4,
  "energy_ha": -6029.1311,
  "total_charge": 1,
  "homo_energy_ha": [-0.4606, -0.4610],
  "symbols": ["Ag", "Ni", "Cl", "Cl", "Cl", "Cl", "Cl", "Cl", "Cl", "Cl", "O", "O", "O", "O", "C", "C", "C", "C", "C", "C", "C", "C", "C", "C", "H", "H", "H", "H", "H", "H", "H", "H", "H", "H", "H", "H", "H", "H", "H", "H", "H", "H", "H"],
  "positions_angstrom": [[0.7651, -2.5636, -0.7873], [-1.0421, -2.2806, 1.2135], [1.7995, 0.8746, -1.8746], [5.2734, -0.3872, 0.0286], [-4.9006, 0.7252, 2.0157], [-0.6304, 2.8318, -1.0719], [-1.3021, 2.8533, 2.0892], [-2.8682, 0.7960, -0.8701], [3.3469, 2.4415, -0.7359], [0.2199, -2.0891, -2.6227], [1.5223, -1.0911, -0.0597], [-0.3265, -0.8638, 1.0606], [0.6399, -2.4381, 1.0907], [-0.8139, -2.8206, -0.2448], [3.3045, 1.3298, 0.6936], [0.3630, 2.4745, 1.4786], [3.6274, -0.1228, 0.3851], [-2.4388, 0.3747, 0.7807], [-0.5638, -0.5440, -2.1026], [0.2728, 0.6398, -2.7664], [-1.8047, -3.6982, -0.7719], [-3.2197, 1.2120, 1.7982], [0.8614, -1.1991, 0.9431], [0.2913, 1.8503, 0.0611], [-0.4863, -0.4911, -1.0166], [-1.5254, -4.0741, -1.7561], [0.5200, 0.3684, -3.7927], [-2.7622, -3.1916, -0.8930], [-1.6289, -0.6536, -2.3068], [-2.0115, -4.5807, -0.1666], [3.9694, 1.7852, 1.4275], [-2.7591, 1.0907, 2.7786], [1.2718, 1.6858, -0.3857], [0.9982, 3.3508, 1.6084], [-0.1992, 1.6223, -2.7716], [-1.3798, 0.5711, 0.9477], [2.2992, 1.2500, 1.1072], [2.9762, -0.3905, -0.4470], [0.7788, 1.7763, 2.2050], [-3.2239, 2.2715, 1.5421], [-2.5254, -0.7077, 0.8753], [3.4390, -0.8342, 1.1892], [-0.1277, 0.8461, 0.1243]]
}